[1]
The following is a quantum chemistry calculation of C6H4O in the gas phase, from the Open Molecules 2025 dataset.

Computed properties:
- E: -306.02734 Eh
- LUMO energy: 0.5 eV
- Energy relative to the best compared isomer or geometry (same formula, charge and spin): 115.6 kcal per mole
- Charge: 0

Atoms and positions in Å:
1 O 0.7314 -0.7121 -2.0184
2 C -1.1681 -0.1738 0.2804
3 C -1.1133 1.1080 -0.3341
4 C 1.1333 -0.7654 -0.8881
5 C -0.0821 1.8912 -0.4475
6 C 0.2623 -0.6242 0.3409
7 C -0.0805 0.7661 0.8328
8 H -1.9686 -0.5666 0.8959
9 H 0.4627 -1.3820 1.1016
10 H 2.2054 -0.9332 -0.6484
11 H -0.1387 1.1199 1.8538

***

[2]
The following is a quantum chemistry calculation of C17H28CrN7O as an isolated structure in a non-equilibrium geometry, from the Open Molecules 2025 dataset.

Computed properties:
- E: -2166.83494 Eh
- LUMO energy (alpha / beta): -5.3 / -5.3 eV
- <S²>: 4.060
- Multiplicity: 4
- Charge: +2

Atoms and positions in Å:
1 Cr -0.5243 -2.1473 -1.4727
2 O -1.1811 -0.7990 -0.1880
3 N 0.8725 -2.1508 -3.2142
4 N 0.4532 -3.2632 -0.1247
5 N 0.9886 3.2318 -0.2770
6 N -1.9140 -3.5248 -3.2389
7 N -0.5303 1.6793 -3.0999
8 N 2.2988 -1.4572 1.4478
9 N -2.5434 1.6685 6.5445
10 C 1.9711 3.7799 -0.2158
11 C -0.9010 3.6326 -4.8130
12 C 3.3971 4.3231 -0.0598
13 C -2.1239 1.3751 -0.0506
14 C -3.1824 -4.4353 -5.3135
15 C 1.2700 -3.8330 0.4015
16 C 2.9015 -0.5690 1.8421
17 C -0.6558 2.5015 -3.8612
18 C -4.0241 0.0321 7.3974
19 C -3.3608 0.9507 6.7463
20 C -1.3963 2.4754 6.4371
21 C -2.5746 -3.9187 -4.0888
22 C 1.5109 -1.7154 -4.0954
23 C -1.0253 0.3469 -0.0340
24 C 3.6764 0.5035 2.3377
25 C 2.3864 -1.3348 -5.2481
26 C 2.0432 -4.8542 1.1905
27 H -0.6262 2.1052 5.8642
28 H -3.6211 0.1044 8.3924
29 H 4.6850 0.1537 2.4937
30 H -3.5791 -0.9936 7.1184
31 H -4.2486 -4.5649 -5.2485
32 H 3.2537 5.3537 0.2952
33 H 1.9589 -1.6422 -6.2048
34 H 0.0074 0.8086 0.1156
35 H -2.6860 1.1082 -0.9321
36 H 3.2832 -1.9379 -5.0569
37 H 4.0053 4.2842 -0.9374
38 H -1.6002 2.3470 -0.1780
39 H -0.8420 2.6254 7.3718
40 H -1.6601 3.5022 6.2884
41 H -0.7126 3.2530 -5.8125
42 H -0.2632 4.5103 -4.5304
43 H -1.9595 4.0047 -4.8549
44 H -2.8456 1.3710 0.7784
45 H 2.6848 -0.2461 -5.2870
46 H 3.1725 0.8369 3.2695
47 H -5.1259 0.0285 7.3291
48 H -2.7905 -3.8196 -6.1547
49 H -2.6993 -5.4532 -5.5000
50 H 3.7578 3.7288 0.7664
51 H 2.5752 -4.3945 2.0406
52 H 1.3256 -5.5885 1.4756
53 H 2.8633 -5.3015 0.5887
54 H 3.8551 1.3186 1.5600

***

[3]
The following is a quantum chemistry calculation of CH3Br2N as an isolated structure in a non-equilibrium geometry, from the Open Molecules 2025 dataset.

Computed properties:
- E: -5242.48341 Eh
- LUMO energy (alpha / beta): -1.6 / -0.6 eV
- Energy relative to the best compared isomer or geometry (same formula, charge and spin): 93.4 kcal per mole
- Charge: 0

Atoms and positions in Å:
1 Br -1.9468 1.3572 -0.1959
2 Br -1.9223 -1.7449 -0.1388
3 N -1.2775 -0.1303 0.5404
4 C 1.4699 0.1509 -0.1027
5 H 1.3723 -0.3991 0.8307
6 H 0.9794 -0.4775 -0.7438
7 H 1.3250 1.2436 -0.1898

***

[4]
The following is a quantum chemistry calculation of a 2-piece molecular cluster, C5H8O overall in a non-equilibrium geometry, from the Open Molecules 2025 dataset.

Computed properties:
- E: -270.51535 Eh
- LUMO energy: 1.2 eV
- Energy relative to the best compared isomer or geometry (same formula, charge and spin): 26.7 kcal per mole
- Charge: 0

Atoms and positions in Å:
1 O -3.2746 0.4889 0.1405
2 C -3.0661 -0.6142 -0.0421
3 C 1.6160 1.0530 -0.3098
4 C -0.2441 -1.7218 0.3360
5 C -0.0242 -0.4452 0.6174
6 C 0.1454 0.6467 -0.3883
7 H 1.9441 1.2033 0.7288
8 H -0.1074 0.3033 -1.4045
9 H -0.3982 -2.0546 -0.6883
10 H -0.5146 1.5043 -0.1700
11 H -0.2836 -2.4715 1.1176
12 H 1.7849 1.9738 -0.8591
13 H 2.2573 0.2666 -0.7235
14 H 0.1652 -0.1326 1.6455

***

Q: Which value of E does entry 2 give?
A: -2166.83494 Eh

***

Q: Which formula does entry 4 have?
A: C5H8O

***

Q: Which of these has the lowest E?
A: CH3Br2N

***

Q: Number 3 is which compound?
A: CH3Br2N